(1)
59
Properties=species:S:1:pos:R:3:forces:R:3:nbo_charge:R:1 method="wB97M-V/def2-TZVPD" e_tot_ha=-2273.7398 fmax_ha_per_bohr=0.0967
C -1.669 -1.656 -0.379 -0.2 0.7 -0.5 -0.648
C -2.079 -0.193 -0.779 -0.4 0.3 -0.1 -0.013
C -3.479 0.009 -1.161 0.9 2.4 -0.5 -0.224
C -3.953 1.332 -1.585 2.2 -0.3 0.7 -0.208
C -3.007 2.446 -1.588 0.3 -2.0 0.3 -0.234
C -1.632 2.214 -1.205 -0.1 -1.2 0.2 -0.206
C -1.097 0.906 -0.789 -3.0 0.5 -0.7 -0.025
C 0.399 0.715 -0.432 -0.3 0.5 -0.9 -0.450
C 0.767 0.894 1.090 -0.3 0.2 0.5 -0.200
C -0.424 0.771 2.103 0.1 -0.4 1.1 -0.482
C -0.030 1.352 3.550 -1.5 -0.1 -0.4 0.323
Cl -0.839 3.007 3.648 0.9 -0.5 0.1 -0.052
C -0.619 0.508 4.748 0.6 0.7 0.7 -0.543
C 0.194 0.683 6.099 -0.7 -0.2 0.2 0.133
N -0.408 0.724 7.226 0.1 -0.1 -1.1 -0.579
O 1.381 1.606 3.695 0.0 -1.7 -0.8 -0.688
S 2.300 0.291 3.311 4.6 -0.7 1.7 2.298
O 3.693 0.725 3.373 -2.1 0.7 -0.8 -0.906
O 2.147 -0.839 4.217 -2.0 1.1 -1.2 -0.899
C 1.944 -0.078 1.556 -0.9 0.1 -1.5 -0.489
C 1.710 -1.570 1.223 -0.1 -2.8 -0.3 0.024
C 0.964 -2.546 2.013 0.9 0.6 -1.4 -0.272
C 0.877 -3.909 1.562 -0.9 -0.4 1.1 0.035
N 1.363 -4.507 0.435 0.5 3.9 1.1 -0.385
C 2.050 -3.558 -0.266 0.7 0.1 -1.4 0.032
C 2.290 -2.170 0.023 -1.0 0.0 1.6 -0.278
H -1.141 -1.684 0.607 -0.4 -0.1 -0.9 0.219
H -2.591 -2.289 -0.335 0.9 0.5 0.1 0.225
H -0.996 -2.083 -1.174 -0.5 0.3 0.9 0.226
H -4.235 -0.808 -1.188 1.0 0.5 0.2 0.222
H -5.011 1.485 -1.909 1.1 -0.2 0.4 0.224
H -3.330 3.459 -1.920 0.3 -1.0 0.4 0.227
H -0.898 3.058 -1.239 -0.8 -0.7 0.0 0.218
H 0.963 1.513 -0.997 -0.5 -0.8 0.5 0.241
H 0.729 -0.256 -0.888 -0.2 0.7 0.8 0.238
H 1.178 1.938 1.203 -0.4 -1.0 -0.1 0.239
H -1.353 1.314 1.815 0.9 -0.4 -0.1 0.274
H -0.729 -0.300 2.293 0.4 0.9 -0.5 0.220
H -1.629 0.948 4.975 0.9 -0.8 -0.4 0.246
H -0.715 -0.580 4.486 0.2 1.0 0.2 0.240
H 1.307 0.738 6.133 -1.0 -0.1 -0.4 0.202
H -1.427 0.648 7.066 0.4 0.1 0.2 0.317
H 2.846 0.246 0.963 -0.6 -0.3 1.1 0.286
H 0.469 -2.236 2.959 0.5 -0.5 -0.8 0.240
H 0.319 -4.609 2.242 0.5 0.8 -0.7 0.200
H 2.498 -3.937 -1.225 -0.4 0.4 1.0 0.199
H 2.912 -1.553 -0.665 -0.6 -0.7 0.6 0.231
C -1.458 0.541 -4.476 -0.3 0.1 0.2 -0.257
O -0.548 0.096 -5.484 0.2 0.0 -0.1 -0.493
C 0.665 0.651 -5.408 -0.1 -0.1 -0.1 0.980
O 1.025 1.459 -4.589 0.0 -0.1 -0.1 -0.648
O 1.412 0.154 -6.402 -0.1 0.0 0.1 -0.493
C 2.745 0.662 -6.443 0.4 0.1 -0.1 -0.256
H -2.405 0.027 -4.634 0.2 -0.1 -0.2 0.198
H -1.088 0.286 -3.483 0.0 0.2 -0.1 0.195
H -1.630 1.615 -4.558 0.1 0.0 0.1 0.194
H 3.282 0.410 -5.528 -0.1 0.1 0.0 0.190
H 2.741 1.741 -6.602 0.0 0.0 0.2 0.193
H 3.251 0.190 -7.283 -0.3 -0.1 0.0 0.197

***

(2)
55
Properties=species:S:1:pos:R:3:forces:R:3:nbo_charge:R:1 method="wB97M-V/def2-TZVPD" de_lowest_ev=2.994 smiles="[H]/N=C/C[C@@]1(I)[C@H](CCCCN(C)C(C)=O)OC(=O)[C@]1(C#C)Cc1ccccc1" fmax_ha_per_bohr=0.0163
C -1.779 0.526 -1.576 -0.3 -0.3 -0.1 -0.201
C -1.535 -0.560 -1.128 0.4 0.1 -0.1 -0.005
C -1.212 -1.872 -0.508 -0.5 0.5 -0.2 -0.320
C -1.415 -3.019 -1.514 -0.1 -0.2 -0.2 -0.421
C -2.127 -2.641 -2.792 -0.2 0.0 0.1 -0.044
C -3.516 -2.639 -2.841 0.1 0.0 0.2 -0.200
C -4.181 -2.273 -4.000 0.0 -0.1 0.3 -0.207
C -3.454 -1.903 -5.117 -0.1 0.1 -0.3 -0.215
C -2.068 -1.914 -5.088 -0.1 0.0 0.0 -0.227
C -1.412 -2.286 -3.929 0.2 0.0 0.2 -0.156
C -2.140 -1.861 0.727 0.4 0.1 0.0 0.835
O -3.102 -2.515 0.955 -0.3 0.1 -0.2 -0.534
O -1.610 -0.952 1.590 0.1 -0.1 0.1 -0.517
C -0.212 -0.710 1.283 0.2 -0.5 0.7 0.034
C 0.548 -0.660 2.600 -0.2 0.5 -0.3 -0.414
C 0.130 0.583 3.419 0.1 -0.1 -0.1 -0.401
C 1.314 1.382 4.011 -0.5 0.0 0.0 -0.417
C 1.422 2.828 3.499 0.4 0.2 0.3 -0.213
N 2.660 3.077 2.737 -0.3 -0.3 -0.6 -0.489
C 2.766 2.191 1.572 0.1 0.2 0.2 -0.427
C 2.709 4.458 2.352 0.1 0.0 0.0 0.717
C 1.979 4.929 1.112 0.0 -0.1 -0.1 -0.747
O 3.313 5.247 3.018 0.1 0.3 0.4 -0.521
C 0.128 -1.800 0.260 0.2 -0.2 0.0 0.029
I 0.327 -3.725 1.309 0.0 0.0 -0.1 0.117
C 1.427 -1.674 -0.540 -0.5 0.2 0.1 -0.547
C 1.418 -0.651 -1.643 0.2 0.1 0.0 0.130
N 2.060 -0.895 -2.703 0.0 -0.1 -0.2 -0.604
H -2.087 1.419 -2.065 0.1 0.1 0.1 0.246
H -2.003 -3.796 -1.026 0.2 -0.1 0.2 0.253
H -0.441 -3.427 -1.789 0.0 -0.1 0.2 0.227
H -4.069 -2.918 -1.951 -0.1 0.0 0.0 0.221
H -5.262 -2.290 -4.008 0.0 0.1 -0.1 0.215
H -3.965 -1.606 -6.023 0.0 0.0 0.0 0.212
H -1.517 -1.633 -5.975 0.1 0.0 0.0 0.213
H -0.329 -2.294 -3.883 0.0 0.0 -0.1 0.206
H -0.079 0.276 0.830 -0.3 0.0 -0.3 0.204
H 1.610 -0.574 2.353 0.1 -0.2 0.0 0.203
H 0.367 -1.570 3.162 0.2 -0.1 0.0 0.233
H -0.553 0.263 4.204 0.0 0.0 0.0 0.222
H -0.456 1.249 2.782 0.0 0.0 0.0 0.198
H 2.240 0.849 3.812 0.1 0.1 0.1 0.211
H 1.203 1.428 5.094 0.1 -0.1 0.0 0.222
H 1.443 3.505 4.353 0.0 0.1 -0.1 0.218
H 0.545 3.104 2.895 -0.1 -0.2 0.0 0.162
H 3.577 2.536 0.930 0.0 0.0 0.0 0.214
H 3.039 1.194 1.908 -0.1 -0.1 0.0 0.207
H 1.845 2.144 0.975 0.0 -0.1 0.0 0.163
H 1.354 4.178 0.638 0.0 0.0 0.0 0.210
H 2.719 5.288 0.396 0.0 0.0 -0.1 0.247
H 1.361 5.781 1.389 0.0 0.0 0.0 0.249
H 2.231 -1.450 0.167 0.1 0.0 0.0 0.244
H 1.664 -2.634 -0.993 0.1 0.0 -0.1 0.254
H 0.877 0.282 -1.500 0.0 0.0 0.2 0.170
H 1.993 -0.113 -3.353 0.0 0.0 0.0 0.340

***

(3)
52
Properties=species:S:1:pos:R:3:forces:R:3:nbo_charge:R:1 method="wB97M-V/def2-TZVPD" de_lowest_ev=0.000 smiles=CN(C)CC[N@@H+](C)Cc1ccccc1Sc1cccc2ccccc12 fmax_ha_per_bohr=0.0135 total_charge=+1
C 1.857 -1.757 -1.269 -0.2 -0.1 -0.1 -0.419
N 2.942 -1.508 -0.328 0.2 0.0 -0.2 -0.475
C 4.088 -2.358 -0.617 0.1 -0.1 0.0 -0.407
H 4.861 -2.205 0.134 0.1 0.0 0.0 0.202
H 3.771 -3.398 -0.580 0.0 0.0 0.0 0.216
H 4.515 -2.163 -1.607 0.0 0.0 0.0 0.193
C 3.275 -0.087 -0.237 0.0 -0.1 0.2 -0.244
H 3.114 0.448 -1.178 0.0 0.0 0.1 0.222
H 4.329 0.017 0.027 0.0 0.0 0.0 0.212
C 2.389 0.511 0.872 0.0 0.3 -0.6 -0.250
N 2.293 -0.519 1.929 0.0 -0.2 0.0 -0.414
C 3.377 -0.412 2.911 0.5 0.0 0.4 -0.415
H 3.234 0.475 3.526 -0.1 0.0 -0.1 0.229
H 4.337 -0.340 2.404 0.0 0.0 -0.1 0.226
H 3.390 -1.289 3.555 -0.1 0.0 -0.1 0.231
C 0.961 -0.590 2.586 -0.6 -0.1 0.1 -0.237
C -0.070 -1.185 1.667 0.0 0.1 -0.1 -0.119
C -0.078 -2.562 1.476 -0.1 0.0 0.0 -0.187
C -1.009 -3.163 0.649 0.1 -0.1 0.0 -0.220
C -1.956 -2.380 0.010 0.1 0.0 0.0 -0.184
C -1.967 -1.010 0.189 0.0 0.0 0.0 -0.177
C -1.025 -0.401 1.010 0.0 0.2 0.0 -0.160
S -0.989 1.360 1.243 -0.3 0.1 0.1 0.255
C -2.449 1.916 0.380 0.4 -0.2 0.5 -0.172
C -3.565 2.181 1.127 0.2 -0.1 -0.1 -0.176
C -4.730 2.644 0.501 -0.2 0.1 -0.2 -0.220
C -4.753 2.834 -0.853 -0.1 0.0 0.2 -0.163
C -3.612 2.575 -1.643 0.3 -0.1 0.1 0.021
C -3.619 2.765 -3.040 0.1 0.0 -0.2 -0.193
C -2.504 2.511 -3.789 -0.3 0.1 -0.1 -0.207
C -1.328 2.060 -3.172 0.1 -0.1 0.2 -0.180
C -1.287 1.864 -1.820 0.2 -0.1 -0.2 -0.209
C -2.420 2.113 -1.021 -0.3 0.1 -0.1 -0.102
H -0.377 1.523 -1.346 0.0 0.0 0.0 0.207
H -0.452 1.869 -3.774 0.1 0.0 0.0 0.216
H -2.518 2.659 -4.857 0.0 0.0 -0.1 0.225
H -4.527 3.116 -3.507 -0.1 0.0 -0.1 0.221
H -5.648 3.188 -1.341 -0.1 0.0 0.0 0.221
H -5.603 2.847 1.102 -0.1 0.0 0.0 0.229
H -3.548 2.030 2.196 0.0 0.0 0.1 0.230
H -2.714 -0.412 -0.309 0.0 0.0 0.0 0.231
H -2.696 -2.835 -0.629 -0.1 -0.1 -0.1 0.231
H -1.005 -4.233 0.515 0.0 -0.1 0.0 0.230
H 0.649 -3.171 1.995 0.1 -0.1 0.1 0.212
H 0.670 0.414 2.902 0.2 -0.1 0.1 0.239
H 1.060 -1.223 3.470 0.1 0.1 -0.1 0.233
H 2.439 -1.384 1.298 0.0 0.2 0.3 0.489
H 1.387 0.711 0.494 0.1 0.0 0.1 0.249
H 2.799 1.440 1.266 -0.1 0.0 0.1 0.235
H 1.002 -1.130 -1.026 -0.1 0.0 0.0 0.210
H 2.159 -1.559 -2.302 0.1 0.0 0.0 0.193
H 1.548 -2.797 -1.191 -0.1 0.0 0.0 0.220

***

(4)
57
Properties=species:S:1:pos:R:3:forces:R:3:nbo_charge:R:1 method="wB97M-V/def2-TZVPD" de_lowest_ev=1.860 smiles="O=C(Nc1ccc(N2CCOCC2)cc1)c1cccc(S(=O)(=O)N2CCCCC2)c1" fmax_ha_per_bohr=0.0215
O 1.231 1.801 1.124 0.0 0.1 0.0 -0.607
C 1.228 0.792 0.445 0.0 -0.1 -0.1 0.647
N 0.402 0.555 -0.606 0.1 -0.4 -0.2 -0.610
C -0.609 1.371 -1.130 -0.3 0.4 0.0 0.180
C -0.992 2.578 -0.556 0.2 -0.2 0.1 -0.228
C -1.993 3.338 -1.128 -0.2 0.0 -0.3 -0.266
C -2.657 2.927 -2.289 0.2 -0.2 0.3 0.169
C -2.272 1.698 -2.842 0.0 0.1 0.0 -0.248
C -1.269 0.942 -2.279 0.1 0.1 0.1 -0.226
H -0.998 -0.003 -2.731 0.0 -0.1 -0.1 0.205
H -2.780 1.315 -3.714 -0.1 0.0 -0.1 0.213
N -3.711 3.633 -2.850 -0.4 0.1 -0.1 -0.431
C -4.257 4.804 -2.196 0.2 0.3 0.0 -0.244
H -4.221 4.688 -1.114 0.0 0.0 0.0 0.213
C -3.530 6.078 -2.646 -0.1 -0.1 0.3 -0.086
O -3.607 6.220 -4.049 -0.1 0.1 0.0 -0.525
C -3.066 5.094 -4.703 0.0 -0.4 -0.2 -0.085
C -3.786 3.802 -4.289 0.2 0.3 -0.2 -0.237
H -3.334 2.957 -4.805 -0.1 0.0 0.0 0.211
H -4.842 3.870 -4.572 0.1 0.0 -0.1 0.199
H -3.183 5.280 -5.772 0.1 -0.1 0.0 0.195
H -1.994 5.000 -4.464 -0.1 0.0 0.0 0.165
H -3.999 6.969 -2.225 0.1 0.0 0.1 0.195
H -2.475 6.038 -2.334 -0.1 0.0 0.0 0.165
H -5.308 4.881 -2.500 0.1 0.0 0.1 0.203
H -2.242 4.273 -0.654 0.0 0.1 0.0 0.211
H -0.495 2.926 0.333 0.0 0.0 0.0 0.253
H 0.549 -0.303 -1.120 0.1 0.2 0.2 0.401
C 2.192 -0.325 0.707 0.2 -0.2 0.2 -0.062
C 1.873 -1.663 0.497 0.0 0.3 -0.1 -0.220
C 2.809 -2.637 0.778 -0.1 -0.7 -0.2 -0.332
C 4.069 -2.316 1.247 0.1 0.0 0.0 -0.179
C 4.384 -0.986 1.477 0.0 -0.1 0.0 -0.212
C 3.446 -0.001 1.221 -0.2 0.1 0.0 -0.165
H 3.669 1.039 1.406 0.0 0.1 0.0 0.238
H 5.360 -0.719 1.854 0.1 0.0 0.0 0.224
H 4.780 -3.109 1.417 0.1 0.0 0.0 0.242
S 2.348 -4.358 0.529 -0.1 -0.2 0.0 2.337
O 1.295 -4.374 -0.445 -0.1 0.3 0.2 -0.945
O 3.546 -5.103 0.280 0.1 0.2 0.3 -0.938
N 1.708 -4.920 1.945 0.4 0.2 -1.0 -0.679
C 2.605 -5.198 3.039 0.7 0.0 0.4 -0.229
C 2.691 -4.037 4.032 -0.2 -0.2 0.1 -0.418
C 1.288 -3.656 4.503 0.1 0.3 -0.1 -0.399
C 0.419 -3.304 3.298 0.0 -0.3 0.1 -0.418
C 0.386 -4.484 2.324 -0.6 0.5 -0.1 -0.229
H -0.137 -4.234 1.401 -0.2 -0.1 0.2 0.235
H -0.125 -5.332 2.795 0.0 0.0 -0.1 0.198
H 0.829 -2.422 2.802 -0.1 0.0 0.0 0.203
H -0.598 -3.072 3.616 0.0 0.1 0.0 0.217
H 1.339 -2.809 5.189 0.0 -0.1 0.1 0.214
H 0.844 -4.499 5.038 0.0 0.0 0.1 0.194
H 3.158 -3.173 3.553 0.0 0.0 0.1 0.204
H 3.310 -4.333 4.880 0.1 0.0 0.0 0.215
H 3.576 -5.424 2.597 0.0 -0.1 0.2 0.237
H 2.240 -6.094 3.555 0.0 0.0 -0.1 0.198
H 0.908 -1.982 0.132 -0.1 0.1 -0.1 0.240

***

(5)
59
Properties=species:S:1:pos:R:3:forces:R:3:nbo_charge:R:1 method="wB97M-V/def2-TZVPD" de_lowest_ev=0.000 spin_multiplicity=3 s_squared=2.019 fmax_ha_per_bohr=0.0640
Ni 8.197 -13.151 -1.364 -0.6 -1.2 -0.7 1.092
C 13.116 -8.615 0.882 0.4 -0.8 0.5 -0.250
O 12.800 -10.026 0.851 0.7 0.9 0.0 -0.532
C 13.946 -10.837 0.749 -0.5 -1.4 1.4 -0.070
C 13.562 -12.253 0.318 0.5 0.7 -1.0 -0.071
O 13.144 -12.177 -1.042 0.6 -1.2 -0.4 -0.553
C 13.284 -13.423 -1.808 -1.1 1.1 1.1 -0.079
C 13.740 -12.999 -3.175 0.5 0.5 0.2 -0.084
O 12.647 -12.252 -3.664 0.0 -0.3 -1.2 -0.552
C 12.609 -11.991 -5.073 0.5 0.9 0.7 -0.249
H 13.376 -8.255 1.896 -0.4 -0.3 -0.2 0.168
H 12.235 -8.125 0.516 -0.3 0.4 -0.1 0.197
H 13.986 -8.334 0.270 -0.3 -0.4 -0.2 0.167
H 14.507 -10.961 1.720 -0.5 0.5 -0.6 0.157
H 14.606 -10.451 0.014 0.8 0.5 -0.8 0.171
H 12.761 -12.656 0.902 -0.5 -0.2 0.7 0.182
H 14.446 -12.911 0.414 -0.2 0.3 0.0 0.161
H 12.249 -13.855 -1.846 0.9 0.0 -0.2 0.179
H 13.951 -14.124 -1.302 0.1 0.1 -0.1 0.182
H 14.028 -13.847 -3.796 -0.4 -0.3 -0.3 0.171
H 14.668 -12.384 -3.100 -0.6 -0.1 0.1 0.177
H 13.191 -11.069 -5.324 -0.4 -0.6 0.2 0.177
H 11.562 -11.823 -5.279 -0.1 0.2 -0.3 0.189
H 12.972 -12.805 -5.692 0.1 -0.4 0.1 0.171
N 9.357 -12.576 -2.844 0.9 -0.6 0.0 -0.880
C 8.572 -11.825 -3.778 -0.1 1.7 1.1 0.113
C 8.788 -11.914 -5.135 -0.1 0.6 -0.3 -0.235
C 8.193 -10.952 -5.954 -0.8 -0.4 0.7 -0.201
C 7.143 -10.168 -5.462 0.4 -0.8 0.1 -0.218
C 6.833 -10.219 -4.113 0.1 0.9 0.6 -0.178
C 7.725 -10.807 -3.224 -0.4 -1.0 0.1 -0.043
C 7.699 -10.418 -1.763 0.5 0.1 -0.2 -0.113
C 7.664 -9.061 -1.364 -0.2 -0.9 -1.5 -0.192
C 7.887 -8.706 -0.052 0.1 -0.6 -0.2 -0.242
C 8.068 -9.706 0.875 0.1 -1.3 0.9 -0.196
C 7.972 -11.074 0.519 0.2 1.0 0.6 -0.254
C 7.881 -11.421 -0.801 -0.7 1.2 -0.5 -0.391
H 10.010 -11.985 -2.342 0.1 0.4 0.1 0.426
H 9.958 -13.251 -3.293 0.0 -0.2 -0.4 0.403
H 9.474 -12.648 -5.563 -0.1 0.2 0.2 0.216
H 8.514 -10.896 -6.963 0.0 0.1 -0.9 0.214
H 6.551 -9.551 -6.095 -0.2 0.3 -0.6 0.220
H 5.974 -9.690 -3.664 0.6 0.0 -0.5 0.223
H 7.516 -8.316 -2.139 0.1 0.1 0.1 0.208
H 7.989 -7.682 0.223 -0.1 0.6 0.2 0.213
H 8.344 -9.446 1.895 -0.3 0.0 0.0 0.209
H 8.009 -11.924 1.200 0.2 0.7 0.4 0.228
C 3.819 -13.003 0.927 0.4 0.4 1.4 -0.738
S 5.272 -13.981 1.385 -0.3 -0.3 -0.6 0.328
C 5.590 -14.763 -0.152 3.2 -0.8 0.0 -0.461
C 6.924 -15.071 -0.488 -2.7 0.0 -0.2 -0.488
S 8.353 -14.541 0.262 1.5 -0.4 1.5 -0.263
S 7.138 -16.176 -1.843 -0.6 0.3 -0.4 0.450
C 5.478 -16.224 -2.395 -0.1 -0.5 -0.2 -0.550
S 4.945 -16.894 -3.836 0.5 0.6 1.4 -0.053
S 4.437 -15.568 -1.136 -0.9 -0.2 -0.9 0.460
H 3.340 -12.788 1.906 0.0 -0.1 -0.8 0.231
H 3.160 -13.568 0.296 -0.3 0.0 -0.2 0.224
H 4.169 -12.070 0.494 -0.3 0.0 -0.3 0.229